The following is a DFT calculation (ωB97M-V/def2-TZVPD) of a structure of composition C14H17Br3N2S in a non-equilibrium geometry.

```
37
C14H17Br3N2S (ωB97M-V/def2-TZVPD)
C 3.79500 -1.81182 1.07501
C 3.67470 -0.69204 0.35482
C 2.30522 -0.06014 0.19547
C 1.25683 -0.85678 -0.26032
C -0.09350 -0.37095 -0.48089
C -1.22860 -1.23925 -1.02225
C -1.82805 -2.24090 0.00118
C -2.51886 -1.61072 1.25071
C -3.29942 -0.27377 0.99094
C -3.59315 -2.67284 1.73345
C -0.34881 0.97900 -0.21182
C 0.70693 1.82882 0.25525
N 0.56686 3.18737 0.50864
S 2.10580 3.60390 0.96519
N 2.99686 2.26555 0.90041
C 2.06557 1.34049 0.47334
H 4.75026 -2.31750 1.26058
H 2.87359 -2.27645 1.45705
H 4.55433 -0.25539 -0.14555
H 1.49665 -1.90579 -0.48277
H -1.99303 -0.61733 -1.52591
H -0.78708 -1.85517 -1.84071
H -1.06586 -2.95383 0.38577
H -2.57659 -2.85805 -0.54157
H -1.84463 -1.47862 2.11943
H -2.88537 0.50816 1.65920
H -4.35045 -0.40026 1.32799
H -3.35224 0.04202 -0.06280
H -4.54040 -2.49902 1.17883
H -3.27231 -3.69226 1.42645
H -3.79469 -2.61584 2.81628
H -1.34486 1.41763 -0.36190
C 2.30557 4.60270 -3.10320
Br 1.45976 3.73604 -4.61092
Br 1.38472 4.20096 -1.42484
Br 4.18388 4.17093 -2.98789
H 2.23535 5.67117 -3.27261
```

Atom charges from the Mulliken analysis, given in e for atoms 1 to 5:
1 C -0.709
2 C -0.613
3 C 0.554
4 C -0.357
5 C 0.597

=====

The following is a DFT calculation (ωB97M-V/def2-TZVPD) of a cluster of 2 separate species, C3H11N in total.

```
15
Properties=species:S:1:pos:R:3
C 0.42636 0.01446 0.00509
N 0.41920 1.27074 -0.73236
C 1.06908 1.17357 -2.03065
H 1.33285 -0.58682 -0.11800
H 0.24807 0.25518 1.05398
H -0.44492 -0.57291 -0.29299
H 0.92196 1.95638 -0.17884
H 1.96941 0.55183 -2.02366
H 1.38561 2.15270 -2.39246
H 0.41260 0.71316 -2.77861
C -1.71035 -2.08610 2.41572
H -1.71782 -2.89765 1.69165
H -2.65692 -1.56086 2.50291
H -0.90704 -1.43552 2.06859
H -1.49304 -2.52361 3.38526
```

As for the structure (SMILES): CNC.C. The calculation puts the energy above the lowest of the compared OMol25 structures with the same formula, charge and spin at 14.3 kcal per mole.

Atom charges from the Mulliken analysis, given in e for atoms 1 to 5:
1 C -0.791
2 N -0.394
3 C -0.811
4 H 0.278
5 H 0.288

=====

Orbital gap (computed, Ha): 0.28703, 0.36870
Total energy (computed, eV): -238733.6765, -4778.8759